<i>
{"formula": "C7H12N2O5", "method": "ωB97M-V with the def2-TZVPD basis set", "lumo_energy_ev": 0.10, "molar_mass_g_mol": 204.18, "gap_ev": 10.02, "smiles": "C[C@H](NC(=O)[C@@H](N)CC(=O)O)C(=O)O", "total_charge": 0, "symbols": ["C", "C", "N", "C", "O", "C", "N", "C", "C", "O", "O", "C", "O", "O", "H", "H", "H", "H", "H", "H", "H", "H", "H", "H", "H", "H"], "positions_angstrom": [[-1.30164, -1.24933, -1.21940], [-1.72574, 0.00299, -0.44664], [-0.75771, 0.25433, 0.52870], [0.41030, 0.89243, 0.53494], [0.87187, 1.32588, 1.60878], [1.25556, 0.90752, -0.78255], [1.28124, 2.36975, -1.06659], [2.64266, 0.49400, -0.36850], [2.59965, -0.92396, 0.15946], [3.16648, -1.42656, 1.16179], [2.18504, -1.72388, -0.74490], [-3.08157, -0.21611, 0.28751], [-3.23992, -0.52235, 1.41682], [-4.21415, 0.07422, -0.44738], [-0.32928, -1.20785, -1.70199], [-2.04663, -1.59888, -1.95980], [-1.13308, -2.12051, -0.62067], [-1.80515, 0.79539, -1.13829], [-1.00912, 0.09513, 1.48894], [1.04228, 0.17170, -1.58109], [0.31671, 2.58227, -1.06308], [1.61461, 2.79349, -0.14121], [3.50233, 0.47419, -1.14789], [3.06041, 1.15416, 0.44733], [2.07608, -2.70144, -0.39776], [-3.90380, -0.06991, -1.36916]]}

<ii>
{"formula": "C7H12N2O5", "method": "ωB97M-V with the def2-TZVPD basis set", "lumo_energy_ev": -0.05, "molar_mass_g_mol": 204.18, "gap_ev": 9.59, "smiles": "NCC(=O)N[C@@H](CCC(=O)O)C(=O)O", "total_charge": 0, "symbols": ["N", "C", "C", "O", "N", "C", "C", "C", "C", "O", "O", "C", "O", "O", "H", "H", "H", "H", "H", "H", "H", "H", "H", "H", "H", "H"], "positions_angstrom": [[-3.79220, -0.24689, 0.14008], [-2.51906, 0.37333, 0.25188], [-1.58138, 0.04050, -0.96005], [-1.94776, -0.65486, -1.91260], [-0.27000, 0.44026, -0.93475], [0.34687, 1.16581, 0.09364], [0.99269, 0.32398, 1.24574], [1.19229, -1.14208, 0.90322], [1.98208, -1.52144, -0.35895], [2.24498, -0.76858, -1.25243], [2.48941, -2.75123, -0.31707], [1.45021, 2.17852, -0.43584], [1.63824, 3.20754, 0.12848], [2.14641, 1.77178, -1.50746], [-3.66358, -1.20435, -0.13989], [-4.24022, 0.12372, -0.66212], [-2.60199, 1.46272, 0.41148], [-2.00786, 0.02273, 1.16995], [0.22539, -0.08409, -1.67266], [-0.40604, 1.82013, 0.52642], [1.94093, 0.82647, 1.55462], [0.33181, 0.36268, 2.14764], [0.19111, -1.66588, 0.82518], [1.62573, -1.66165, 1.78058], [2.04019, -3.19670, 0.39343], [2.19177, 0.77761, -1.41857]]}

Relative energies with respect to the most stable structure, expressed in hartree: <i> 0.0524; <ii> 0.0000.

<i>
{"formula": "C3H2F2O", "method": "ωB97M-V with the def2-TZVPD basis set", "lumo_energy_ev": -1.17, "molar_mass_g_mol": 92.04, "gap_ev": 9.72, "smiles": "O=C/C(F)=C/F", "total_charge": 0, "symbols": ["O", "C", "C", "F", "C", "F", "H", "H"], "positions_angstrom": [[-1.64316, 0.57808, 1.74099], [-0.59277, 0.60124, 1.01666], [-0.24338, -0.12645, -0.10095], [-1.29461, -0.84430, -0.58609], [0.84059, -0.19483, -0.86897], [0.82746, -1.25520, -1.87148], [0.28435, 1.15743, 1.37860], [1.82153, 0.08403, -0.70877]]}

<ii>
{"formula": "C3H2F2O", "method": "ωB97M-V with the def2-TZVPD basis set", "lumo_energy_ev": 0.70, "molar_mass_g_mol": 92.04, "gap_ev": 11.85, "smiles": "C#CC(O)(F)F", "total_charge": 0, "symbols": ["C", "C", "C", "O", "F", "F", "H", "H"], "positions_angstrom": [[1.85987, -0.68798, -0.11945], [0.69186, -0.50478, 0.05327], [-0.70480, -0.03240, -0.00828], [-0.53695, 1.32863, -0.05773], [-1.32400, -0.55463, -1.02285], [-1.44892, -0.47692, 1.18994], [2.88283, -0.89056, 0.15619], [-1.41988, 1.81865, -0.19108]]}

<iii>
{"formula": "C3H2F2O", "method": "ωB97M-V with the def2-TZVPD basis set", "lumo_energy_ev": 0.91, "molar_mass_g_mol": 92.04, "gap_ev": 10.47, "smiles": "C#COC(F)F", "total_charge": 0, "symbols": ["C", "C", "O", "C", "F", "F", "H", "H"], "positions_angstrom": [[2.16432, 0.00065, 0.33535], [1.04814, -0.43226, 0.24666], [-0.12624, -0.92123, 0.05008], [-1.31966, 0.14282, -0.27428], [-1.88110, 0.45925, 0.87353], [-2.16413, -0.50941, -1.03573], [3.15055, 0.24828, 0.57478], [-0.87189, 1.01189, -0.77040]]}

Relative energies with respect to the most stable structure, expressed in hartree: <i> 0.0081; <ii> 0.0000; <iii> 0.0252.

<i>
{"formula": "C3H2F2O", "method": "ωB97M-V with the def2-TZVPD basis set", "lumo_energy_ev": [-1.27, 0.41], "molar_mass_g_mol": 92.04, "gap_ev": [6.77, 10.78], "total_charge": 0, "symbols": ["C", "C", "C", "O", "F", "F", "H", "H"], "positions_angstrom": [[2.02162, 0.51202, -0.42882], [-0.79628, -1.06836, -0.34311], [-1.28231, -0.01412, 0.28218], [2.52841, 0.60889, 0.60159], [-1.21119, -2.29121, -0.22385], [-0.88072, 1.27195, 0.16641], [1.61043, 1.19168, -1.03588], [-1.98997, -0.21084, 0.98149]]}

<ii>
{"formula": "C3H2F2O", "method": "ωB97M-V with the def2-TZVPD basis set", "lumo_energy_ev": [-1.36, -1.36], "molar_mass_g_mol": 92.04, "gap_ev": [7.90, 7.90], "total_charge": 0, "symbols": ["C", "C", "C", "O", "F", "F", "H", "H"], "positions_angstrom": [[-1.15197, 0.61589, 0.50485], [0.98230, 0.52245, 0.56792], [0.33415, -0.60497, -0.33315], [-0.98393, -0.64684, 0.06113], [1.44789, 1.42677, -0.33863], [0.88610, -1.84801, -0.13242], [-1.99852, 0.81854, 1.08957], [0.48397, -0.28383, -1.41928]]}

<iii>
{"formula": "C3H2F2O", "method": "ωB97M-V with the def2-TZVPD basis set", "lumo_energy_ev": -0.05, "molar_mass_g_mol": 92.04, "gap_ev": 10.53, "smiles": "O=C/C(F)=C\\F", "total_charge": 0, "symbols": ["O", "C", "C", "F", "C", "F", "H", "H"], "positions_angstrom": [[-1.95412, -0.86114, -0.04766], [-0.76575, -0.88261, 0.06033], [-0.04196, 0.40860, 0.01557], [-0.83912, 1.49828, -0.00730], [1.28436, 0.44798, 0.03859], [2.06240, -0.66979, -0.04042], [-0.14410, -1.78636, 0.14749], [1.90766, 1.37527, -0.02362]]}

Relative energies with respect to the most stable structure, expressed in hartree: <i> 0.1716; <ii> 0.1830; <iii> 0.0000.

<i>
{"formula": "C2H3NO3", "method": "ωB97M-V with the def2-TZVPD basis set", "lumo_energy_ev": 0.56, "molar_mass_g_mol": 89.05, "gap_ev": 10.96, "smiles": "O=CO/N=C/O", "total_charge": 0, "symbols": ["O", "C", "O", "N", "C", "O", "H", "H", "H"], "positions_angstrom": [[1.60069, 0.76487, -0.77264], [1.90454, -0.01618, 0.11531], [1.02413, -0.89915, 0.63743], [-0.22531, -0.91211, -0.01824], [-1.04288, 0.05535, 0.02768], [-2.33677, -0.21889, -0.54763], [2.87105, -0.36175, 0.62832], [-0.93775, 0.96898, 0.49571], [-2.85769, 0.61887, -0.56594]]}

<ii>
{"formula": "C2H3NO3", "method": "ωB97M-V with the def2-TZVPD basis set", "lumo_energy_ev": -0.95, "molar_mass_g_mol": 89.05, "gap_ev": 9.70, "total_charge": 0, "symbols": ["C", "C", "H", "H", "H", "N", "O", "O", "O"], "positions_angstrom": [[-0.51818, 0.94178, -0.48286], [0.64156, -0.35884, 1.18864], [-0.41254, -1.57231, -1.95472], [-0.94814, 1.55216, 0.42398], [0.60199, 0.74325, 1.81524], [-0.09434, -0.32182, 0.01516], [0.56202, -1.05320, -1.04751], [-1.08381, 1.30166, -1.59421], [1.25142, -1.23268, 1.63628]]}

<iii>
{"formula": "C2H3NO3", "method": "ωB97M-V with the def2-TZVPD basis set", "lumo_energy_ev": 0.79, "molar_mass_g_mol": 89.05, "gap_ev": 11.09, "total_charge": 0, "symbols": ["C", "C", "N", "O", "O", "O", "H", "H", "H"], "positions_angstrom": [[-2.01194, 0.86499, -1.26649], [0.10126, -0.21398, 0.39352], [0.42971, -0.42021, -0.78106], [-0.87561, -0.60598, 1.23728], [0.87710, 0.63442, 1.06669], [-1.50165, 1.55256, -2.00714], [-1.55258, -0.95852, 0.70226], [1.53841, 1.09353, 0.58185], [-0.09511, -0.93582, -1.49343]]}

<iv>
{"formula": "C2H3NO3", "method": "ωB97M-V with the def2-TZVPD basis set", "lumo_energy_ev": 0.53, "molar_mass_g_mol": 89.05, "gap_ev": 9.80, "smiles": "OC1=NC1(O)O", "total_charge": 0, "symbols": ["O", "C", "N", "C", "O", "O", "H", "H", "H"], "positions_angstrom": [[2.49971, 0.66074, -0.27476], [1.16387, 0.33546, 0.06387], [0.42984, 0.58707, 1.09234], [-0.42642, -0.12337, 0.13057], [-1.24121, 0.61540, -0.66592], [-0.74692, -1.42650, 0.29335], [2.91598, 0.98559, 0.53594], [-1.35241, 0.19218, -1.52893], [-1.31313, -1.50820, 1.07531]]}

Relative energies with respect to the most stable structure, expressed in hartree: <i> 0.0726; <ii> 0.1782; <iii> 0.0000; <iv> 0.0792.